Density functional theory data (ωB97M-V/def2-TZVPD) for 4 unconnected molecules or ions with the total composition C12H23BrN2O4P at a distorted geometry.

XYZ file:
```
43
Properties=species:S:1:pos:R:3
O -0.950 -3.313 -3.270
P -0.980 -1.702 -2.894
Br 0.177 -1.470 -0.988
C 0.097 -0.763 -4.111
N 0.709 0.348 -3.727
C 1.435 0.768 -4.857
C 1.222 -0.117 -5.845
N 0.350 -1.107 -5.365
H -0.083 -3.638 -2.962
H 0.656 0.797 -2.818
H 2.075 1.647 -4.889
H 1.645 -0.121 -6.846
H -0.043 -1.925 -5.812
C -1.126 1.842 3.150
C -0.207 1.215 2.141
O 0.301 1.866 1.246
C 0.066 -0.258 2.279
H -1.232 2.904 2.932
H -2.110 1.374 3.097
H -0.709 1.729 4.152
H -0.868 -0.819 2.187
H 0.534 -0.463 3.241
H 0.745 -0.569 1.489
C -3.778 0.439 -0.240
C -4.487 0.303 1.086
O -3.881 0.363 2.132
C -5.978 0.091 1.052
H -2.711 0.586 -0.063
H -3.915 -0.470 -0.829
H -4.166 1.302 -0.783
H -6.212 -0.831 0.517
H -6.464 0.937 0.563
H -6.355 0.011 2.070
C 4.174 0.958 1.686
C 4.078 -0.327 2.471
O 3.007 -0.778 2.811
C 5.370 -1.025 2.814
H 3.172 1.350 1.511
H 4.747 1.697 2.249
H 4.653 0.771 0.723
H 5.995 -0.373 3.426
H 5.900 -1.298 1.900
H 5.152 -1.931 3.377
```

- E_LUMO: -3.96 eV
- HOMO-LUMO gap: 7.4 eV
- Electronic energy: -3796.6783 Eh
- 2S+1: 1
- Total charge: +1
- E_HOMO: -11.32 eV



Density functional theory data (ωB97M-V/def2-TZVPD) for 6 unconnected molecules or ions with the total composition C26H42IO12S at a distorted geometry.

XYZ file:
```
82
Properties=species:S:1:pos:R:3
C 3.461 0.893 -0.732
C 1.946 0.830 -0.829
I 1.291 -1.041 0.000
C 1.346 2.041 -0.095
S 0.019 2.904 -0.984
C -1.434 2.914 0.110
C -2.708 2.355 -0.502
C -2.601 0.920 -0.967
O -1.549 0.376 -1.238
O -3.768 0.267 -1.105
H 3.890 -0.029 -1.116
H 3.776 1.007 0.300
H 3.830 1.714 -1.339
H 1.684 0.875 -1.883
H 2.125 2.771 0.117
H 0.934 1.724 0.858
H -0.302 2.089 -2.004
H -1.179 2.469 1.066
H -1.612 3.968 0.309
H -3.068 2.972 -1.324
H -3.472 2.410 0.270
H -4.499 0.866 -0.916
O -5.353 3.454 1.562
C -5.305 2.777 2.556
O -5.011 3.293 3.760
C -4.926 2.241 4.749
C -5.737 1.093 4.172
C -5.518 1.279 2.670
H -3.872 1.989 4.887
H -5.326 2.608 5.690
H -5.431 0.120 4.550
H -6.792 1.232 4.419
H -4.618 0.769 2.314
H -6.375 0.970 2.078
O 4.621 3.563 0.126
C 5.810 3.502 -0.030
O 6.439 4.171 -1.009
C 7.842 3.828 -1.029
C 8.141 3.312 0.372
C 6.805 2.679 0.762
H 7.997 3.068 -1.796
H 8.415 4.713 -1.290
H 8.986 2.629 0.405
H 8.358 4.148 1.037
H 6.732 1.640 0.435
H 6.597 2.746 1.826
O 6.129 -2.517 -3.268
C 4.969 -2.637 -3.522
O 4.114 -1.577 -3.511
C 2.770 -2.027 -3.745
C 2.909 -3.368 -4.452
C 4.211 -3.907 -3.857
H 2.275 -2.109 -2.775
H 2.250 -1.283 -4.346
H 2.049 -4.020 -4.310
H 3.036 -3.210 -5.524
H 4.040 -4.463 -2.934
H 4.763 -4.511 -4.558
O -8.288 1.329 5.751
C -9.196 2.107 5.863
O -10.387 1.912 5.272
C -11.245 3.051 5.488
C -10.688 3.736 6.729
C -9.197 3.424 6.614
H -11.198 3.688 4.603
H -12.266 2.701 5.615
H -10.922 4.797 6.773
H -11.093 3.265 7.625
H -8.665 4.164 6.013
H -8.710 3.314 7.578
O 4.583 -6.423 -6.726
C 4.723 -7.186 -5.820
O 4.939 -6.761 -4.549
C 5.173 -7.888 -3.682
C 4.541 -9.077 -4.395
C 4.729 -8.701 -5.864
H 6.251 -8.004 -3.553
H 4.723 -7.686 -2.713
H 4.987 -10.029 -4.115
H 3.476 -9.124 -4.162
H 5.692 -9.031 -6.255
H 3.929 -9.067 -6.501
```

- E_LUMO: -2.51 eV
- HOMO-LUMO gap: 9.1 eV
- Electronic energy: -2614.4865 Eh
- 2S+1: 1
- Total charge: +1
- E_HOMO: -11.59 eV



Density functional theory data (ωB97M-V/def2-TZVPD) for a single C5H10O2 molecule.

XYZ file:
```
17
Properties=species:S:1:pos:R:3
C -1.873 0.636 1.799
C -1.548 0.170 0.593
C -0.152 0.472 0.082
O 0.760 0.271 1.170
C 0.332 -0.323 -1.140
C 1.817 -0.023 -1.347
O 0.066 -1.713 -1.026
H -2.796 0.403 2.317
H -1.167 1.282 2.319
H -2.219 -0.465 0.016
H -0.078 1.538 -0.178
H 0.374 -0.446 1.698
H -0.235 -0.012 -2.026
H 2.244 -0.654 -2.130
H 1.953 1.030 -1.627
H 2.361 -0.186 -0.412
H 0.161 -1.980 -0.108
```

- E_LUMO: 0.80 eV
- ΔE to the lowest compared entry with this formula, charge and spin: 47.5 kcal per mole
- HOMO-LUMO gap: 10.7 eV
- Electronic energy: -346.9498 Eh
- 2S+1: 1
- E_HOMO: -9.94 eV



Density functional theory data (ωB97M-V/def2-TZVPD) for 2 unconnected molecules or ions with the total composition C4H11NO2S at a distorted geometry.

XYZ file:
```
19
Properties=species:S:1:pos:R:3
N 2.092 0.458 -1.224
C 0.759 0.088 -1.454
O 0.595 -0.913 -2.059
C -0.210 1.038 -0.895
C -0.751 0.603 0.426
C -1.783 -0.563 0.586
S -3.270 -0.323 -0.272
H 2.780 -0.379 -1.421
H 2.453 1.255 -0.977
H 0.445 2.053 -0.755
H -0.945 1.317 -1.611
H -0.200 0.388 1.217
H -1.309 1.534 0.741
H -1.369 -1.531 0.344
H -2.038 -0.590 1.749
H -2.882 -0.601 -1.530
O 2.171 -1.055 2.640
H 1.969 -1.976 2.484
H 1.493 -0.804 2.011
```

- E_LUMO: 0.54 eV
- ΔE to the lowest compared entry with this formula, charge and spin: 44.6 kcal per mole
- HOMO-LUMO gap: 9.7 eV
- Electronic energy: -762.3782 Eh
- 2S+1: 1
- E_HOMO: -9.12 eV



Density functional theory data (ωB97M-V/def2-TZVPD) for 4 unconnected molecules or ions with the total composition C9H12ClO13 at a distorted geometry.

XYZ file:
```
35
Properties=species:S:1:pos:R:3
Cl -0.550 -0.318 -0.240
O -1.200 0.653 0.625
O -1.474 -0.574 -1.293
O 0.530 0.463 -0.745
O -0.155 -1.448 0.522
C 0.681 -2.545 -4.245
C 0.184 -1.123 -4.285
O -0.576 -1.070 -5.504
C -1.018 -2.289 -5.759
O -1.677 -2.705 -6.709
O -0.393 -3.184 -4.969
H 0.534 -2.821 -3.201
H 1.664 -2.896 -4.560
H 0.941 -0.343 -4.374
H -0.433 -0.896 -3.416
C 0.543 -3.999 4.109
C 0.021 -2.664 3.619
O 0.310 -1.867 4.764
C 0.820 -2.555 5.797
O 0.988 -2.069 6.964
O 0.762 -3.811 5.490
H 1.541 -4.099 3.682
H -0.132 -4.853 4.045
H -1.055 -2.662 3.449
H 0.636 -2.236 2.827
C -0.036 4.213 0.137
C -0.088 5.236 1.275
O -0.815 6.185 0.563
C -0.406 6.261 -0.660
O -0.427 7.321 -1.250
O 0.040 5.039 -1.024
H -0.902 3.560 0.249
H 0.856 3.611 0.307
H 0.894 5.550 1.629
H -0.609 4.936 2.184
```

- E_LUMO (spin up / spin down): -0.25 / -6.31 eV
- HOMO-LUMO gap (spin up / spin down): 10.6 / 4.6 eV
- Electronic energy: -1788.0292 Eh
- 2S+1: 2
- E_HOMO (spin up / spin down): -10.88 / -10.88 eV



Density functional theory data (ωB97M-V/def2-TZVPD) for a molecular structure, C4H6O3Sn at a distorted geometry.

XYZ file:
```
14
Properties=species:S:1:pos:R:3
O -1.031 -0.313 -1.514
O 0.452 -0.912 -0.013
O -1.242 0.326 0.532
C 1.499 0.050 -0.203
C 2.798 -0.608 0.080
C -0.779 -0.580 -0.342
H 3.586 0.153 0.146
H 2.766 -1.174 1.028
H 3.085 -1.324 -0.711
Sn 0.576 1.693 -0.897
C -2.651 0.606 0.474
H -3.288 0.092 -0.251
H -2.731 1.666 0.213
H -3.040 0.325 1.456
```

- E_LUMO (spin up / spin down): -6.03 / -6.28 eV
- ΔE to the lowest compared entry with this formula, charge and spin: 45.5 kcal per mole
- HOMO-LUMO gap (spin up / spin down): 7.0 / 8.4 eV
- Electronic energy: -595.6222 Eh
- 2S+1: 2
- Total charge: +1
- E_HOMO (spin up / spin down): -13.01 / -14.68 eV



Density functional theory data (ωB97M-V/def2-TZVPD) for a single C2H4N2O2 molecule at a distorted geometry.

XYZ file:
```
10
Properties=species:S:1:pos:R:3
O 0.114 -1.018 2.021
N 0.776 -0.703 1.059
O 1.790 -1.115 0.544
C 0.043 0.606 0.294
C -0.943 0.100 -0.671
N 0.242 0.716 -1.156
H -0.085 1.407 1.067
H -1.161 -0.918 -0.588
H -1.798 0.773 -1.082
H 1.023 0.152 -1.487
```

- E_LUMO: 0.31 eV
- ΔE to the lowest compared entry with this formula, charge and spin: 141.5 kcal per mole
- HOMO-LUMO gap: 10.6 eV
- Electronic energy: -338.4277 Eh
- 2S+1: 1
- E_HOMO: -10.34 eV